A) 9
Properties=species:S:1:pos:R:3:mulliken_charge:R:1 method="wB97M-V/def2-TZVPD" lumo_energy_ev=-1.462 homo_lumo_gap_ev=8.54 smiles="N#C/N=N/N(N)F"
C -2.6098 0.2387 -0.1737 0.323
N -3.6825 0.3907 -0.5531 -0.312
N -1.3519 0.1382 0.0709 0.257
N -0.4147 0.7095 0.5786 -0.302
N 2.0091 0.0919 0.1102 -0.234
N 0.9059 -0.2876 0.6150 0.091
F 0.4066 -1.4687 -0.2716 -0.336
H 2.0754 0.7542 -0.7588 0.260
H 2.6619 -0.5670 0.3826 0.253

=====

B) 9
Properties=species:S:1:pos:R:3:mulliken_charge:R:1 method="wB97M-V/def2-TZVPD" lumo_energy_ev=-1.072 homo_lumo_gap_ev=9.04
C -1.7600 1.6510 0.9973 0.413
N -2.4976 2.5045 1.0708 -0.361
N -0.9926 0.6549 0.8484 -0.362
N -0.4651 0.3008 -0.2049 0.160
N 1.2019 -0.9683 -1.2660 -0.464
N 0.3593 -0.5910 -0.2270 0.442
F 0.6753 -1.1437 1.3043 -0.378
H 1.3707 -1.9239 -1.3884 0.265
H 2.1081 -0.4843 -1.1346 0.284

=====

Most stable structure: B)

=====

A) 24
Properties=species:S:1:pos:R:3:mulliken_charge:R:1 method="wB97M-V/def2-TZVPD" lumo_energy_ev=-5.095 homo_lumo_gap_ev=8.53 smiles="C[C@H]1O[C@](O)(C=[NH2+])C1(C)C" total_charge=+1
C -0.9799 -0.3141 -0.0492 0.632
C -2.3435 -0.0124 -0.6755 -0.339
C 1.0313 -0.8024 -0.7209 -0.094
C 0.6134 0.5376 -0.0768 1.641
C 1.9948 -1.7020 0.0272 -1.421
C 0.6097 1.7032 -1.0292 -1.732
C 1.0615 0.8933 1.3063 -1.594
N -3.3698 0.1270 0.0821 -0.163
O -1.2637 -0.6449 1.2772 -0.653
O -0.3149 -1.3229 -0.7661 -0.456
H -2.4035 0.0742 -1.7519 0.414
H 1.3924 -0.6663 -1.7459 0.378
H 2.0778 -2.6447 -0.5085 0.409
H 1.6669 -1.9162 1.0408 0.281
H 2.9753 -1.2356 0.0632 0.367
H 1.6429 2.0156 -1.1831 0.449
H 0.0600 2.5499 -0.6251 0.393
H 0.1976 1.4357 -1.9987 0.418
H 0.4142 1.6591 1.7339 0.410
H 2.0684 1.3078 1.2348 0.418
H 1.0926 0.0466 1.9864 0.323
H -4.3021 0.3056 -0.2775 0.273
H -3.2380 -0.0334 1.0858 0.274
H -0.6835 -1.3608 1.5704 0.370

=====

B) 24
Properties=species:S:1:pos:R:3:mulliken_charge:R:1 method="wB97M-V/def2-TZVPD" lumo_energy_ev=-3.951 homo_lumo_gap_ev=9.78 total_charge=+1
C -3.4735 0.1584 1.0038 -0.751
C -2.1915 -0.0915 0.9347 0.089
C -1.0284 -0.9529 -1.1127 0.266
C 3.2023 1.1906 1.8836 -0.959
C 0.7683 0.1917 -3.2642 -0.625
C -1.5924 -1.2990 0.2020 -0.908
C 1.8607 0.4591 2.1917 0.053
N 0.1871 -0.4902 -1.0619 0.119
O 1.1267 -0.0142 -1.9183 -0.238
O 1.1506 -0.1853 1.3279 -0.599
H -3.8930 1.0911 1.3386 0.299
H -4.1204 -0.4768 0.4247 0.253
H -1.4253 0.4785 1.5267 0.197
H -1.7289 -0.7469 -1.9109 0.473
H 3.3485 1.9743 2.5538 0.364
H 4.0546 0.5626 2.0843 0.321
H 3.1883 1.5747 0.8639 0.257
H 0.3339 -0.7480 -3.7686 0.278
H 1.6631 0.4232 -3.7769 0.290
H 0.0631 1.0154 -3.3210 0.318
H -2.5134 -1.9928 -0.0286 0.353
H -0.9632 -1.8838 0.8226 0.379
H 0.5835 -0.7001 -0.1085 0.289
H 1.3993 0.4619 3.1135 0.483

=====

C) 24
Properties=species:S:1:pos:R:3:mulliken_charge:R:1 method="wB97M-V/def2-TZVPD" lumo_energy_ev=-3.531 homo_lumo_gap_ev=10.06 total_charge=+1
C 1.4288 2.8218 0.1528 -1.003
C 1.5282 1.6017 0.6536 -0.112
C 1.6342 -0.8174 -0.2976 0.079
C -3.6812 0.9546 -0.1191 -1.011
C 0.5371 -3.5048 -0.1698 -0.622
C 2.2225 0.4613 -0.0030 -0.729
C -2.2361 1.0535 -0.1389 0.285
N 0.4882 -1.1656 0.2385 -0.001
O -0.1749 -2.3685 0.4292 -0.242
O -1.4759 0.4028 0.5905 -0.548
H 0.9982 3.7193 0.5320 0.332
H 1.7591 3.0146 -0.8102 0.253
H 1.0946 1.4222 1.6327 0.408
H 2.2155 -1.5628 -0.8068 0.541
H -3.9140 0.7658 -1.2317 0.298
H -4.0875 0.1699 0.5351 0.283
H -4.0637 1.8941 0.0893 0.359
H 0.5249 -3.6823 -1.2619 0.280
H 0.0450 -4.3422 0.2837 0.280
H 1.5237 -3.3586 0.2548 0.308
H 3.0691 0.2960 0.6488 0.309
H 2.5921 0.8256 -0.8979 0.457
H -0.2813 -0.3008 0.5619 0.408
H -1.7465 1.6997 -0.8658 0.387

=====

Most stable structure: A)

=====

A) 74
Properties=species:S:1:pos:R:3:mulliken_charge:R:1 method="wB97M-V/def2-TZVPD" lumo_energy_ev=0.266 homo_lumo_gap_ev=10.15 smiles="C[C@H]1COC(=O)O1.C[C@H]1COC(=O)O1.COC(=O)OC.COC(=O)OC.COC(=O)OC.CCCC#N"
C 14.0747 -4.2438 -22.2182 -0.969
C 15.4906 -4.5214 -22.7668 0.355
C 16.6228 -3.8647 -21.9337 -0.451
O 17.4904 -4.9516 -21.7906 -0.377
C 16.8919 -6.1291 -22.1879 0.602
O 17.4038 -7.2277 -21.9091 -0.628
O 15.8295 -5.9575 -22.8246 -0.137
H 13.2722 -4.1723 -23.0376 0.086
H 14.0342 -3.4330 -21.5865 0.543
H 13.6459 -5.0799 -21.5693 0.084
H 15.4832 -4.0169 -23.7287 0.255
H 16.4158 -3.7729 -20.8923 0.303
H 17.1189 -3.0401 -22.3641 0.317
C 9.6811 -10.6587 -24.0767 -2.040
C 9.3352 -9.2651 -23.5257 2.217
C 8.2646 -8.6860 -24.4572 -0.386
O 7.1081 -8.9188 -23.6146 -0.356
C 7.3902 -9.2535 -22.4197 0.711
O 6.5655 -9.2977 -21.5234 -0.665
O 8.6576 -9.4726 -22.3090 -0.369
H 8.9103 -11.3473 -24.0420 0.506
H 10.4434 -10.9896 -23.4973 0.562
H 9.9439 -10.6854 -25.1062 0.415
H 10.1460 -8.5866 -23.3981 -1.243
H 8.0649 -9.2897 -25.4218 0.272
H 8.3502 -7.6593 -24.8530 0.251
C 9.4035 -3.3144 -22.9580 -0.410
O 9.7043 -2.2400 -23.8191 -0.291
C 9.4322 -2.1530 -25.0909 0.806
O 8.5046 -3.0234 -25.7290 -0.641
O 10.0388 -1.1833 -25.7567 -0.322
C 9.6135 -0.8511 -27.0976 -0.609
H 9.5929 -4.3135 -23.3001 0.016
H 8.3706 -3.3837 -22.6286 0.440
H 9.9338 -3.2102 -21.9768 0.180
H 9.8702 -1.6722 -27.7741 0.269
H 10.2256 -0.0050 -27.2606 0.233
H 8.5634 -0.6599 -27.0642 0.323
C 13.4357 -9.0788 -23.8529 -0.533
O 12.5249 -8.3989 -24.7970 -0.327
C 12.2571 -7.1832 -24.5900 0.500
O 12.3324 -6.5685 -23.3405 0.088
O 11.7675 -6.5975 -25.6847 -0.426
C 11.2827 -5.2613 -25.5712 -0.076
H 14.2829 -8.3734 -23.6656 0.195
H 13.8370 -10.0726 -24.2028 0.306
H 12.9071 -9.2996 -22.9353 0.134
H 10.6928 -5.1925 -24.7011 -0.381
H 10.6417 -4.9262 -26.3949 0.281
H 12.1334 -4.5633 -25.4414 0.329
C 6.0862 -6.0439 -20.5959 -0.543
O 7.2862 -6.3839 -19.9875 -0.364
C 8.3715 -6.4471 -20.6384 0.877
O 8.4214 -6.0108 -21.9855 -0.579
O 9.4825 -6.8014 -20.0220 -0.420
C 10.7230 -6.7591 -20.7027 -0.053
H 5.4663 -5.5622 -19.8660 0.299
H 5.6024 -6.9886 -21.0137 0.244
H 6.1450 -5.2375 -21.3721 0.214
H 10.6805 -7.4351 -21.5463 -0.154
H 11.5026 -7.0775 -20.0930 0.273
H 11.1359 -5.7273 -20.9518 0.139
C 13.8657 -8.8793 -19.7145 -1.416
C 15.0185 -8.8589 -20.7737 0.679
C 15.3492 -10.2463 -21.3976 -0.753
C 14.2146 -11.1007 -21.5879 0.285
N 13.3178 -11.8122 -21.7134 -0.527
H 12.8595 -8.9723 -20.0983 0.230
H 13.9284 -8.0163 -18.9692 0.381
H 13.8453 -9.6872 -18.9764 0.445
H 15.9578 -8.5156 -20.4206 0.634
H 14.6686 -8.1743 -21.5786 -0.610
H 16.0198 -10.7868 -20.7917 0.494
H 15.8215 -10.1099 -22.3796 0.279

=====

B) 74
Properties=species:S:1:pos:R:3:mulliken_charge:R:1 method="wB97M-V/def2-TZVPD" lumo_energy_ev=0.298 homo_lumo_gap_ev=10.47 smiles="C[C@H]1COC(=O)O1.C[C@H]1COC(=O)O1.COC(=O)OC.COC(=O)OC.COC(=O)OC.CCCC#N"
C 0.9126 -3.4205 -0.6348 -1.086
C 0.1979 -4.4700 -1.3329 0.543
C 0.7350 -4.8341 -2.6928 -0.050
O 0.7631 -6.2161 -2.6238 -0.346
C 0.6448 -6.6080 -1.3732 0.571
O 0.7621 -7.7631 -0.9672 -0.633
O 0.3971 -5.6496 -0.6033 -0.366
H 1.9125 -3.7544 -0.3252 0.374
H 0.4159 -3.2791 0.3434 0.323
H 0.8430 -2.4596 -1.1659 0.064
H -0.8661 -4.2516 -1.3187 0.229
H 1.6541 -4.3025 -2.9470 0.242
H 0.0803 -4.4974 -3.5632 0.084
C 1.2558 -0.1514 4.6545 -1.791
C 0.8741 0.4248 3.3244 1.201
C -0.6365 0.7929 3.1713 -0.300
O -0.6258 2.1493 3.0161 -0.126
C 0.6223 2.6370 2.9700 0.536
O 0.9204 3.8324 2.7895 -0.645
O 1.5245 1.6575 3.1611 -0.303
H 0.6018 -0.9874 4.9268 0.400
H 1.0516 0.5838 5.3828 0.483
H 2.2759 -0.3353 4.6988 0.447
H 0.9656 -0.3265 2.5312 -0.460
H -1.1436 0.5450 4.1030 0.427
H -1.1623 0.2789 2.3867 0.053
C 3.6549 3.8045 0.8054 -0.758
O 3.3555 2.4730 1.1188 -0.191
C 3.2567 1.5719 0.1852 0.786
O 3.4480 1.9085 -1.1671 -0.644
O 2.9329 0.4169 0.6598 -0.241
C 2.6884 -0.6632 -0.1981 -0.619
H 2.8250 4.1362 0.2638 0.311
H 4.5785 3.8772 0.2583 0.363
H 3.8118 4.3934 1.7282 0.208
H 2.1636 -0.4518 -1.0808 0.125
H 2.0615 -1.2983 0.4358 0.031
H 3.5828 -1.2113 -0.2692 0.712
C -3.8682 3.4305 3.6147 -0.750
O -3.5951 2.0505 3.3662 -0.276
C -3.7593 1.4588 2.2324 0.972
O -4.2736 2.1757 1.1258 -0.668
O -3.6206 0.1112 2.2971 -0.318
C -3.7100 -0.6087 1.0144 -0.419
H -2.9339 3.9690 3.4824 0.268
H -4.2274 3.4490 4.6000 0.287
H -4.6089 3.8055 2.9448 0.360
H -4.4497 -0.2293 0.3213 0.348
H -4.0743 -1.6017 1.3003 0.295
H -2.7752 -0.6312 0.4850 -0.001
C -1.2331 -1.7071 -3.5133 -0.742
O -0.4991 -0.4855 -3.4100 -0.205
C 0.8092 -0.5174 -3.4249 0.630
O 1.5906 -1.6993 -3.3594 -0.569
O 1.3623 0.6566 -3.5769 -0.191
C 2.7070 0.6387 -3.9163 -0.644
H -0.7005 -2.4369 -4.1609 0.342
H -2.2043 -1.4841 -4.0119 0.293
H -1.3931 -2.0862 -2.5565 0.227
H 3.2752 0.1507 -3.1504 0.255
H 3.1109 1.6222 -4.0721 0.264
H 2.8814 0.0888 -4.8916 0.265
C -2.4995 1.5845 -1.8948 -0.905
C -1.3155 2.4638 -1.5551 -0.597
C -0.7256 2.1405 -0.1945 0.198
C -0.4567 0.6911 -0.0991 -0.007
N -0.1997 -0.4192 -0.0297 -0.024
H -2.8187 1.6873 -2.9385 0.416
H -3.3022 1.7999 -1.2452 0.336
H -2.3063 0.5054 -1.8153 -0.072
H -1.5967 3.5331 -1.6918 0.454
H -0.6303 2.2370 -2.3495 0.151
H -1.4389 2.3767 0.5566 0.013
H 0.1441 2.7281 -0.1349 0.061

=====

Most stable structure: B)